Here is a structure of composition C9H11CeCl2NO2 in a non-equilibrium geometry from the OMol25 dataset. Energies are from ωB97M-V with the def2-TZVPD basis set.

Geometry as XYZ:
```
26
Properties=species:S:1:pos:R:3:mulliken_charge:R:1
C -0.51159 1.23478 -2.50531 -0.352
C 0.89168 1.38622 -2.26909 -0.482
C 1.07470 2.29275 -1.17418 -0.587
C -0.22822 2.71656 -0.73572 -0.473
C -1.20987 2.05452 -1.55230 -0.552
Ce -0.12459 0.21242 -0.04485 0.413
N -1.51053 -1.30873 -0.56744 -0.251
C -0.48132 -2.23561 -1.00880 -0.394
C 0.90065 -1.59980 -1.14376 -0.912
H 2.02467 2.66786 -0.80927 0.452
H 1.68724 0.93043 -2.86070 0.390
H -0.43334 3.44011 0.05034 0.451
H -2.29121 2.17760 -1.48931 0.394
H -0.96960 0.65029 -3.30643 0.407
H 1.21622 -1.54216 -2.19690 0.272
H -0.42672 -3.08660 -0.30910 0.235
H -2.45263 -1.71627 -0.53779 0.083
H 1.63005 -2.06224 -0.45579 0.248
H -0.77699 -2.65032 -1.98740 0.319
Cl -0.47379 -2.18485 4.31943 -0.168
C 0.31159 -0.60553 4.18464 0.051
Cl 2.04760 -0.58142 4.53317 -0.181
C 0.12917 -0.16496 2.72346 0.649
O -0.61749 0.81354 2.38605 -0.725
O 0.75934 -0.88153 1.86289 -0.583
H -0.16501 0.04293 4.89415 0.297
```

Strongest force on any atom, eV/A: 2.670
E_LUMO (alpha / beta), hartree: 0.1012 / 0.1011
HOMO (alpha / beta), eV: -2.66 / -3.04
HOMO-LUMO gap (alpha / beta), eV: 5.415 / 5.787
Total charge: -1
Spin multiplicity: 2